Entry from the Open Molecules 2025 dataset: one molecule with the formula CH2O4S in a non-equilibrium geometry (wB97M-V/def2-TZVPD).

Atoms and positions in Å:
C: -0.488 0.484 0.629
O: 1.394 -0.397 -1.585
O: 0.814 0.830 0.724
O: 2.750 -0.638 0.541
O: -0.898 -0.484 0.086
S: 2.134 0.369 -0.247
H: -1.072 1.138 1.341
H: 0.615 -0.997 -1.772

The LUMO energy is 0.51 eV. The spin multiplicity is 1. As for the HOMO energy: -11.128 eV. As for the energy above the lowest of the compared OMol25 structures with the same formula, charge and spin: 1.054 eV. As for the frontier orbital gap: 0.428 hartree.

---

Entry from the Open Molecules 2025 dataset: a 8-piece molecular cluster, C3H20NO10 overall in a non-equilibrium geometry (wB97M-V/def2-TZVPD).

Atoms and positions in Å:
N: -1.594 -0.409 -1.069
O: -1.244 0.227 -2.077
O: -0.702 -0.472 -0.222
O: -2.606 -1.158 -1.055
O: 2.038 0.579 -0.569
H: 2.416 0.809 0.280
H: 1.186 0.199 -0.358
O: -1.684 -3.773 -0.166
H: -2.181 -3.967 0.629
H: -2.108 -2.997 -0.530
O: -3.573 -2.487 -3.046
H: -3.408 -1.990 -3.847
H: -3.266 -1.916 -2.342
O: -4.046 -1.382 1.461
H: -3.353 -1.048 0.891
H: -4.819 -1.429 0.898
O: 1.505 -1.380 -3.473
H: 1.793 -1.585 -4.363
H: 0.554 -1.490 -3.497
O: -0.551 1.819 -4.128
H: 0.333 1.951 -3.783
H: -0.939 1.164 -3.548
C: 3.130 2.527 3.374
C: 2.235 1.380 2.988
C: 0.899 1.702 2.165
O: 3.011 0.486 2.230
H: 2.758 3.189 4.155
H: 3.345 3.168 2.519
H: 4.082 2.092 3.679
H: 1.966 0.914 3.936
H: 1.011 2.191 1.198
H: 0.379 2.467 2.742
H: 0.278 0.816 2.034
H: 3.156 -0.193 2.893

The total charge is -1. The LUMO energy is 2.73 eV. The spin multiplicity is 1. As for the HOMO energy: -6.364 eV. As for the energy above the lowest of the compared OMol25 structures with the same formula, charge and spin: 5.199 eV. As for the frontier orbital gap: 0.334 hartree.

---

Entry from the Open Molecules 2025 dataset: C4H5BiO6 as an isolated structure in a non-equilibrium geometry (wB97M-V/def2-TZVPD).

Atoms and positions in Å:
C: -1.065 0.879 0.033
C: 0.440 0.860 -0.111
O: 0.850 -0.457 0.385
O: -1.498 -0.454 -0.159
H: -1.480 1.553 -0.728
H: -1.353 1.231 1.034
H: 0.943 1.603 0.513
H: 0.754 0.931 -1.158
H: -0.026 -1.069 0.259
C: 2.205 -0.936 0.171
O: 2.547 -1.870 0.845
O: 2.883 -0.049 -0.397
Bi: 4.825 0.190 -0.215
O: -3.732 0.244 0.043
O: -3.270 -1.919 -0.358
C: -3.024 -0.736 -0.157

The total charge is +2. The LUMO energy (spin up / spin down) is -11.91 / -12.10 eV. The spin multiplicity is 1. As for the HOMO energy (spin up / spin down): -18.615 / -18.065 eV. As for the energy above the lowest of the compared OMol25 structures with the same formula, charge and spin: 0.000 eV. As for the frontier orbital gap (spin up / spin down): 0.247 / 0.219 hartree.

---

Entry from the Open Molecules 2025 dataset: C31H49FKN13O3 as an isolated structure in a non-equilibrium geometry (wB97M-V/def2-TZVPD).

Atoms and positions in Å:
K: 0.281 0.033 0.125
N: 0.909 -1.499 -2.008
C: -0.352 -2.194 -1.862
C: -0.238 -3.199 -0.715
N: -0.275 -2.538 0.574
C: -1.628 -2.472 1.099
C: -1.820 -1.404 2.173
N: -1.956 -0.088 1.575
C: 0.631 -3.140 1.529
C: 2.094 -2.792 1.275
N: 2.290 -1.359 1.343
H: 0.782 -0.596 -2.453
H: 1.553 -2.044 -2.572
H: -0.653 -2.737 -2.778
H: -1.129 -1.464 -1.631
H: 0.722 -3.710 -0.822
H: -1.029 -3.966 -0.796
H: -1.924 -3.456 1.511
H: -2.306 -2.225 0.281
H: -0.973 -1.378 2.855
H: -2.703 -1.686 2.771
H: -1.768 0.609 2.292
H: -2.912 0.042 1.258
H: 0.514 -4.241 1.559
H: 0.392 -2.756 2.516
H: 2.413 -3.136 0.288
H: 2.682 -3.348 2.031
H: 3.283 -1.153 1.368
H: 1.898 -1.032 2.227
C: 3.225 4.949 6.240
C: 3.973 3.752 5.652
N: 3.345 3.270 4.441
C: 2.426 2.244 4.557
C: 1.732 1.716 3.538
C: 0.643 0.619 3.762
O: -0.495 1.071 3.873
O: 1.052 -0.545 3.800
C: 1.929 2.200 2.192
O: 1.381 1.744 1.198
C: 2.863 3.337 2.097
C: 3.041 3.932 0.853
C: 3.862 5.019 0.706
F: 3.969 5.591 -0.523
C: 4.577 5.544 1.788
C: 4.398 4.952 3.033
C: 3.536 3.858 3.223
N: 5.522 6.594 1.657
C: 5.511 7.712 2.572
C: 6.985 7.994 2.942
N: 7.812 7.432 1.842
C: 7.251 7.834 0.528
C: 5.960 7.015 0.338
H: 3.730 5.307 7.134
H: 2.212 4.656 6.505
H: 3.161 5.759 5.517
H: 3.968 2.935 6.378
H: 5.020 4.007 5.459
H: 2.291 1.875 5.563
H: 2.506 3.524 0.006
H: 4.937 5.357 3.875
H: 4.935 7.476 3.463
H: 5.060 8.601 2.110
H: 7.261 7.492 3.870
H: 7.185 9.061 3.039
H: 7.681 6.409 1.888
H: 8.801 7.678 1.942
H: 7.964 7.626 -0.269
H: 7.053 8.906 0.548
H: 6.162 6.126 -0.260
H: 5.217 7.620 -0.197
N: 1.631 4.213 -5.547
C: 1.120 3.771 -4.603
N: 0.484 3.410 -3.558
C: 0.471 2.379 -2.829
N: 0.352 1.492 -2.082
C: -6.604 -2.749 -2.463
C: -5.219 -3.382 -2.428
N: -4.352 -2.496 -1.689
C: -4.317 -1.144 -1.987
N: -3.247 -0.523 -1.686
C: -3.160 0.904 -1.860
C: -4.533 1.570 -1.899
C: -5.421 0.803 -2.871
N: -5.487 -0.583 -2.459
C: -6.491 -1.381 -3.121
H: -6.967 -2.631 -1.443
H: -7.304 -3.376 -3.016
H: -4.865 -3.559 -3.458
H: -5.245 -4.346 -1.913
H: -3.422 -2.841 -1.497
H: -2.607 1.106 -2.783
H: -2.555 1.299 -1.041
H: -4.456 2.613 -2.200
H: -4.981 1.528 -0.905
H: -5.025 0.896 -3.895
H: -6.441 1.206 -2.869
H: -6.253 -1.500 -4.193
H: -7.448 -0.848 -3.053

The LUMO energy is -1.73 eV. The spin multiplicity is 1. As for the HOMO energy: -6.475 eV. As for the energy above the lowest of the compared OMol25 structures with the same formula, charge and spin: 2.862 eV. As for the frontier orbital gap: 0.174 hartree.